[1]
Below is a cluster of 5 separate species, H10O5 in total, with properties calculated with the ωB97M-V functional and the def2-TZVPD basis.

```
15
Properties=species:S:1:pos:R:3:forces:R:3
O 3.003912 1.765784 -0.995077 1.3165 -2.3130 -0.9593
O 0.641647 1.702930 0.253236 1.2716 -1.7977 -2.2093
O -0.361875 -2.252795 -1.526078 -0.8027 -1.3759 2.0338
H 2.365216 1.412126 -0.374237 -0.2558 0.4162 0.4531
O 0.178363 -0.925907 0.833258 1.5379 0.2677 -0.2353
H -0.621156 -0.731712 1.290422 -1.2799 0.1004 0.4754
H -3.436560 -1.047315 0.536000 -0.1762 -0.3169 -0.3751
H 0.568508 -0.036853 0.674248 -0.3764 -0.7422 0.1823
H 0.281800 -1.662289 -1.870997 0.8700 0.7405 -0.1821
H 0.293693 1.610793 -0.663642 0.0103 0.5204 1.1417
H 3.457473 0.908284 -1.281477 -0.6245 1.9573 0.3606
H -3.445751 -0.168211 1.790287 0.6903 -0.4396 -0.7976
H -0.194551 -2.301572 -0.526366 -0.1487 0.6147 -2.1803
O -2.855141 -0.533341 1.090061 -0.4233 0.8003 1.2375
H 0.124421 2.260076 0.770362 -1.6089 1.5677 1.0545
```
Forces are in eV/Å.

Energy, hartree: -382.17615
Relative energy (zero: lowest compared OMol25 entry of this formula, charge and spin), kcal/mol: 30.14
Lowest unoccupied orbital energy, eV: 0.2
Highest occupied orbital energy, eV: -10.5

Results of the Mulliken charge analysis, in e, for atoms 1 through 8: -0.658 -0.721 -0.642 0.365 -0.639 0.285 0.302 0.398

=====

[2]
Below is a structure of composition C35H47N3OP2RuS2Si2, with properties calculated with the ωB97M-V functional and the def2-TZVPD basis.

```
93
Properties=species:S:1:pos:R:3:forces:R:3
C -3.090525 1.771014 2.137075 0.1168 -0.1379 -0.0921
N 0.710994 1.892779 0.612782 -0.0022 -0.0214 0.2708
C -1.248181 2.077838 -3.619365 0.0297 0.0053 -0.0034
C -0.713466 1.648179 -2.418928 -0.0332 0.0084 0.0125
C 0.763505 -0.510772 -0.184411 -1.1992 0.3205 -0.2285
C -1.765779 -2.240167 3.742206 -0.0608 0.0864 0.0656
C -3.390609 3.808376 3.618504 -0.0626 0.0166 0.0363
Ru -0.248211 0.001324 1.234669 0.6131 0.9245 0.8482
C 0.973399 2.474746 -4.472381 -0.0367 -0.0087 -0.0095
S -2.228836 2.410845 3.468588 -0.0180 0.0114 0.0259
C 5.843800 0.729645 -1.004309 -0.0089 0.0120 0.0015
H -2.970304 -1.612746 -0.834837 0.0325 -0.0038 -0.0315
H -1.375361 1.331045 -1.618400 0.0280 0.0005 0.0088
C -2.592186 -1.365599 -4.193864 0.0083 -0.0019 0.0036
H 0.463797 -4.317632 2.544786 -0.0042 0.0075 -0.0075
H -2.804996 -2.023281 3.998607 0.0094 0.0123 0.0021
H -1.352361 4.229528 -0.793320 -0.0002 0.0020 0.0010
H 0.578197 -2.034894 -3.223544 -0.0030 -0.0014 0.0110
O 1.176505 0.228134 2.666482 -0.2765 -0.4119 -0.0476
C 0.371945 -4.607581 -1.299658 0.0037 0.0016 -0.0507
H 1.705370 0.973817 2.326562 0.0267 0.0897 -0.0099
P -0.130110 -2.049952 -0.423921 0.2849 -0.1287 -0.3556
C 1.978180 -0.850192 3.225344 -0.0564 0.1642 -0.0812
P 1.304686 1.121566 -0.657397 0.5515 -0.4586 -0.2460
H -1.368060 -2.886158 4.527830 -0.0129 0.0040 0.0106
H 3.512187 2.912069 0.109783 -0.0039 -0.0403 0.0042
C -3.220886 -1.366390 -2.956955 0.0126 -0.0059 -0.0276
H 0.724279 -6.640578 -1.866433 0.0059 -0.0038 0.0007
H -0.823709 2.838281 -5.579399 0.0064 -0.0009 -0.0036
H -4.288769 -1.204671 -2.894378 -0.0001 0.0002 0.0179
H -0.742378 -1.606507 -5.259099 0.0109 -0.0049 0.0042
H 2.626319 -2.616462 0.292364 -0.0217 0.0186 -0.0085
C 3.637408 -0.161109 -1.330105 0.0245 -0.0015 -0.0841
C 2.427480 -5.780939 -0.882103 -0.0062 0.0004 0.0009
H 1.304780 -1.454448 3.824814 0.0200 -0.0280 -0.0147
H -2.963100 4.676343 3.120588 0.0216 -0.0280 -0.0256
Si 0.392311 3.610339 0.817196 0.1020 0.0508 -0.0957
C -2.483333 -1.595189 -1.802987 -0.0368 -0.0142 0.0375
H -0.949122 -5.240941 3.045914 0.0050 -0.0146 -0.0101
C -4.677424 3.328741 2.948624 0.0161 0.0149 -0.0494
H -3.991196 -2.695991 1.429694 -0.0138 -0.0169 -0.0124
C 0.765894 4.013219 2.596672 0.0834 0.0109 0.0563
H 1.549118 4.320007 -1.291888 0.0173 -0.0055 0.0104
H 2.748408 -0.403374 3.848027 0.0238 -0.0651 0.0298
H 3.021131 -6.681840 -0.961216 -0.0003 -0.0005 0.0006
C -1.224269 -1.600218 -4.290821 -0.0412 0.0087 0.0175
C 0.904033 -3.474521 -0.683606 0.1449 0.0331 0.0081
H 5.432224 -1.185158 -1.888610 0.0108 0.0020 0.0034
H -3.817349 -4.320260 2.095676 0.0191 -0.0005 0.0255
H 0.369413 3.283961 3.299675 0.0045 -0.0203 0.0345
C -0.403227 2.495052 -4.643331 -0.0168 -0.0097 0.0097
C -1.348713 4.026061 0.280479 -0.0535 0.0345 -0.0171
H 1.851741 4.041059 2.726714 -0.0088 0.0196 0.0155
H 2.539884 4.715949 0.129043 -0.0187 0.0024 -0.0234
H -0.487791 -5.198719 1.347103 -0.0128 0.0227 0.0037
H -1.224519 -1.290585 3.792729 0.0285 -0.0286 -0.0418
Si -1.652010 -3.102789 2.082742 0.1050 -0.1229 -0.0520
H 6.916983 0.629348 -1.095410 0.0007 -0.0047 -0.0023
C -1.114819 -1.828882 -1.898598 -0.0044 -0.0644 -0.0907
H -3.171998 -1.194248 -5.091362 0.0013 0.0007 -0.0006
N -0.939496 -1.964760 0.943785 0.0335 -0.3242 0.3355
H 5.951280 2.673713 -0.101915 0.0077 -0.0046 -0.0036
H -3.287133 -3.988141 0.448802 -0.0065 -0.0130 0.0110
H -0.630624 -4.592043 -1.711146 -0.0041 0.0165 0.0123
H -4.866181 2.019883 1.211641 -0.0188 0.0442 -0.0020
H 2.592277 2.015568 -3.146200 -0.0076 0.0125 0.0259
H -5.348107 2.836099 3.654286 0.0182 -0.0089 0.0153
H 0.387504 4.998169 2.879163 -0.0020 0.0064 -0.0045
H 1.623973 2.801710 -5.271932 0.0084 0.0000 0.0046
H 3.975566 -4.669077 0.106940 0.0008 -0.0048 -0.0008
H -1.706418 4.930453 0.779824 -0.0032 0.0073 -0.0143
C 3.927099 2.014193 -0.327499 -0.0054 -0.0163 0.0663
H -3.541064 4.032003 4.671035 0.0070 0.0148 -0.0040
C 0.673330 1.624574 -2.244052 -0.1335 0.0571 -0.0656
C -0.485658 -1.837301 -3.145466 0.0201 0.0225 -0.0217
C -3.339381 -3.573370 1.459087 -0.0352 0.0292 -0.0607
H -2.320866 2.089698 -3.759211 -0.0006 0.0054 -0.0066
H 2.405696 -1.432424 2.411634 0.0558 -0.0206 0.0530
H 1.127946 5.670523 -0.257600 -0.0226 -0.0072 0.0035
C 1.519272 4.648905 -0.249906 0.0264 0.0436 -0.0377
C -0.552993 -4.597585 2.255799 0.0123 -0.0516 0.0146
C 5.302723 1.879204 -0.445480 0.0066 -0.0065 0.0017
C 1.135420 -5.760089 -1.391876 0.0043 0.0044 0.0019
H 2.995719 -0.958091 -1.690992 -0.0251 0.0008 0.0175
C 3.088889 0.993767 -0.769220 0.0536 0.0657 -0.0237
C 1.517033 2.036300 -3.273384 0.0407 -0.0617 -0.0379
C 2.965487 -4.650632 -0.279556 -0.0269 0.0014 -0.0110
H -2.063346 3.225219 0.453041 -0.0296 -0.0312 0.0010
C 5.011827 -0.290901 -1.448401 -0.0224 0.0113 0.0094
S -2.600888 0.369476 1.279605 -0.2754 0.0239 -0.2092
H -5.205421 4.149706 2.468685 -0.0155 -0.0047 0.0122
N -4.247040 2.357238 1.936387 -0.0340 -0.0294 0.0155
C 2.203202 -3.498458 -0.176517 0.0183 -0.0135 0.0472
```
Forces are in eV/Å.

Energy, hartree: -3753.99767
Lowest unoccupied orbital energy, eV: -6.3
Charge: +2
Highest occupied orbital energy, eV: -13.6

Results of the Mulliken charge analysis, in e, for atoms 1 through 8: 0.243 0.235 -0.752 -0.399 -0.438 -0.860 -0.494 0.153